{
  "formula": "C17H40OSb",
  "method": "wB97M-V/def2-TZVPD",
  "total_charge": -1,
  "homo_ev": -3.423,
  "symbols": ["C", "C", "C", "C", "C", "Sb", "C", "C", "C", "C", "C", "C", "C", "C", "C", "C", "C", "O", "C", "H", "H", "H", "H", "H", "H", "H", "H", "H", "H", "H", "H", "H", "H", "H", "H", "H", "H", "H", "H", "H", "H", "H", "H", "H", "H", "H", "H", "H", "H", "H", "H", "H", "H", "H", "H", "H", "H", "H", "H"],
  "positions_angstrom": [[-0.3411, -1.2063, -3.3251], [-1.0552, -2.4910, -3.8680], [-1.3324, -3.5979, -2.8043], [-2.5858, -3.3820, -1.8898], [-2.5209, -2.1823, -0.8771], [-3.7591, -0.4153, -1.5362], [-3.4416, 0.4864, 0.4700], [-2.7232, 1.8818, 0.4439], [-2.0525, 2.1538, 1.8550], [-0.5844, 1.6162, 1.8588], [0.0871, 1.6127, 3.2804], [0.6730, 0.2010, 3.6336], [2.2320, 0.0881, 3.4759], [2.5326, -0.5554, 2.0735], [4.0003, -0.3631, 1.5969], [4.3257, 1.0915, 1.1106], [4.0988, 1.2532, -0.4331], [4.1369, 2.6503, -0.7211], [3.1388, 3.0464, -1.6584], [-0.3865, -1.0824, -2.2305], [0.7417, -1.2071, -3.5986], [-0.7954, -0.2964, -3.7680], [-1.9548, -2.1897, -4.4354], [-0.3558, -2.9401, -4.6151], [-0.4304, -3.8205, -2.1980], [-1.5414, -4.5314, -3.3860], [-2.6666, -4.3099, -1.2680], [-3.5403, -3.3431, -2.4650], [-1.4918, -1.9024, -0.5642], [-3.0387, -2.5359, 0.0505], [-5.2415, -1.1692, -0.8901], [-4.7732, 0.9228, -2.0694], [-2.3648, 0.4468, -2.1567], [-4.0708, -1.2127, -3.0720], [-4.4480, 0.5501, 0.9513], [-2.8071, -0.1813, 1.1058], [-3.4298, 2.7001, 0.1900], [-1.8971, 1.8198, -0.3010], [-2.1089, 3.2398, 2.0762], [-2.6434, 1.5581, 2.5856], [-0.6349, 0.6009, 1.4088], [0.0219, 2.2744, 1.1942], [0.8428, 2.4225, 3.3369], [-0.7218, 1.8202, 4.0138], [0.3912, -0.0642, 4.6776], [0.2150, -0.5562, 2.9638], [2.5853, -0.6322, 4.2438], [2.6909, 1.0888, 3.5789], [2.3543, -1.6530, 2.1279], [1.8025, -0.1450, 1.3415], [4.1408, -1.0253, 0.7060], [4.7563, -0.7134, 2.3326], [3.7256, 1.8216, 1.6886], [5.4150, 1.2532, 1.2623], [3.1741, 0.7434, -0.7679], [4.9604, 0.7777, -0.9509], [3.6352, 3.7170, -2.3987], [2.3602, 3.6601, -1.1556], [2.7009, 2.2060, -2.2303]],
  "forces_ev_per_a": [[0.258, 0.169, -0.332], [1.019, 0.006, 0.189], [-1.187, -0.099, -0.748], [0.763, -0.203, 1.067], [-0.458, -0.926, 0.008], [-0.144, -0.147, 0.422], [0.291, 0.870, 0.473], [0.087, -0.803, 0.867], [-0.072, -0.360, -0.908], [-0.295, 0.904, 0.117], [-0.780, -0.907, -0.460], [0.490, 0.435, 0.435], [-0.997, -1.004, -0.723], [0.615, 0.208, 0.515], [-0.162, 0.065, -1.064], [0.266, -0.946, -0.347], [0.657, -0.024, 1.276], [-0.882, -0.693, -0.548], [0.392, 1.055, -0.528], [-0.203, -0.166, -0.512], [-0.661, -0.062, 0.137], [0.316, -0.500, 0.333], [0.177, -0.351, 0.557], [-0.535, 0.244, 0.343], [-0.398, 0.374, -0.212], [0.212, 0.486, 0.384], [0.040, 0.419, -0.527], [0.713, 0.159, 0.035], [-0.430, -0.146, -0.361], [0.290, 0.443, -0.533], [-0.045, -0.297, 0.121], [-0.127, 0.305, 0.021], [0.311, 0.177, -0.048], [0.120, -0.116, -0.296], [0.658, 0.051, -0.265], [-0.475, 0.167, -0.531], [0.476, -0.513, -0.045], [-0.623, 0.337, 0.174], [0.202, -0.561, 0.231], [0.353, 0.666, -0.120], [0.252, 0.544, 0.310], [-0.391, -0.576, 0.140], [-0.328, -0.524, 0.163], [0.557, 0.110, -0.334], [0.174, 0.172, -0.621], [0.101, 0.367, 0.516], [0.206, 0.732, -0.282], [-0.021, -0.585, 0.097], [-0.149, 0.691, 0.060], [0.613, -0.174, 0.211], [0.010, 0.291, 0.582], [-0.674, 0.269, -0.143], [0.425, -0.198, -0.462], [-0.729, 0.312, 0.182], [0.241, 0.484, 0.192], [-0.503, 0.022, 0.168], [-0.351, -0.396, 0.385], [0.223, -0.605, -0.255], [0.116, 0.347, 0.493]],
  "nbo_charge": [-0.6220, -0.4061, -0.3872, -0.4146, -0.8169, 1.1287, -0.7998, -0.4174, -0.3942, -0.4048, -0.4095, -0.3935, -0.4025, -0.4008, -0.4021, -0.4170, -0.0599, -0.5572, -0.2541, 0.2200, 0.1791, 0.2216, 0.2147, 0.1787, 0.1863, 0.1836, 0.1777, 0.2062, 0.1845, 0.1975, -0.3036, -0.2731, -0.2992, -0.2711, 0.1971, 0.1811, 0.1982, 0.1995, 0.1855, 0.1930, 0.2054, 0.1924, 0.1942, 0.2021, 0.1948, 0.2051, 0.1958, 0.1951, 0.2043, 0.2078, 0.1950, 0.1997, 0.2075, 0.1989, 0.1770, 0.1628, 0.1737, 0.1798, 0.1822]
}